Entry 1:
Molecular formula: C3H6O3
Method: DFT, the ωB97M-V functional and the def2-TZVPD basis

Structure (XYZ):
```
12
Properties=species:S:1:pos:R:3:mulliken_charge:R:1
O 1.24 -1.13 -0.10 -0.5448
C 0.45 0.00 0.02 0.8438
O 1.19 1.17 0.07 -0.5400
C -0.69 -0.16 1.04 -0.5608
O -1.72 -0.01 0.07 -0.3801
C -0.84 0.14 -1.05 -0.5270
H 1.81 -1.04 -0.87 0.3254
H 1.82 1.11 0.80 0.3216
H -0.72 -1.14 1.52 0.2616
H -0.73 0.63 1.79 0.2644
H -0.90 1.12 -1.53 0.2644
H -0.91 -0.69 -1.76 0.2715
```

The frontier orbital gap is 10.52 eV. The HOMO energy is -9.90 eV. As for the SMILES: OC1(O)COC1.

---

Entry 2:
Molecular formula: H4OP2
Method: DFT, the ωB97M-V functional and the def2-TZVPD basis

Structure (XYZ):
```
7
Properties=species:S:1:pos:R:3:mulliken_charge:R:1
O 1.02 1.29 0.20 -0.3855
P 2.18 -0.15 -0.08 -0.0142
P -0.05 0.23 -0.32 0.2046
H 1.95 -0.45 1.24 0.0279
H -0.46 -0.15 -1.51 0.0719
H -0.52 -0.89 0.43 0.0849
H -1.09 1.23 -0.10 0.0105
```

The frontier orbital gap is 8.36 eV. The HOMO energy is -8.24 eV. As for the SMILES: O1P[PH3]1.

---

Entry 3:
Molecular formula: C34H50CsN5S3
Method: DFT, the ωB97M-V functional and the def2-TZVPD basis

Structure (XYZ):
```
93
Properties=species:S:1:pos:R:3:mulliken_charge:R:1
Cs 1.52 -0.68 0.85 1.3335
C 0.17 -3.33 3.87 -1.0812
N 0.03 -1.89 3.72 0.6244
C -1.34 -1.46 3.55 0.1100
C -2.16 -2.29 2.57 -2.5075
N -1.70 -2.30 1.20 1.3261
C -2.03 -1.07 0.49 -0.9300
C -2.04 -3.47 0.45 -0.2586
C -3.08 -4.30 0.84 0.0162
C -3.39 -5.48 0.16 -0.8842
C -2.66 -5.81 -0.97 -0.4726
C -1.65 -4.98 -1.40 -0.7937
C -1.29 -3.80 -0.72 0.2614
S 0.02 -2.86 -1.34 -0.3407
C 0.77 -1.17 4.70 0.1499
C 0.16 -0.40 5.69 -0.2223
C 0.88 0.23 6.70 -0.8423
C 2.26 0.08 6.74 -0.4651
C 2.90 -0.64 5.75 -0.7556
C 2.20 -1.25 4.69 0.3466
S 3.12 -2.04 3.46 -0.4767
H -0.47 -3.72 4.69 0.2791
H 1.21 -3.56 4.11 0.4770
H -0.08 -3.84 2.94 0.1752
H -1.34 -0.40 3.26 -0.0072
H -1.91 -1.55 4.50 0.2472
H -3.20 -1.90 2.64 0.3435
H -2.18 -3.31 2.93 0.8070
H -3.12 -0.87 0.50 0.1486
H -1.72 -1.16 -0.55 0.3044
H -1.51 -0.21 0.91 -0.1665
H -3.68 -4.04 1.70 0.3863
H -4.19 -6.11 0.53 0.3283
H -2.88 -6.72 -1.51 0.3448
H -1.07 -5.23 -2.28 0.3257
H -0.91 -0.27 5.69 0.1137
H 0.36 0.82 7.45 0.3033
H 2.83 0.53 7.55 0.3212
H 3.98 -0.73 5.75 0.3628
C -1.29 2.77 3.39 -1.1114
N 0.01 2.58 2.78 0.5585
C 1.06 2.75 3.76 -0.9182
C 0.21 3.45 1.62 -1.7194
C -0.65 3.08 0.43 -0.0325
C -1.79 3.83 0.15 0.1178
C -2.61 3.50 -0.92 -0.9459
C -2.26 2.41 -1.71 -0.8428
C -1.10 1.69 -1.42 -0.6377
C -0.23 1.97 -0.35 0.5405
H -1.38 3.75 3.90 0.3144
H -1.46 1.98 4.13 0.2617
H -2.06 2.70 2.63 0.2785
H 1.08 3.76 4.20 0.3943
H 2.03 2.56 3.30 0.2758
H 0.93 2.02 4.56 0.1199
H 1.26 3.33 1.33 0.5165
H 0.06 4.52 1.90 0.3454
H -2.06 4.68 0.78 0.2764
H -3.50 4.08 -1.13 0.3377
H -2.89 2.13 -2.55 0.4441
H -0.88 0.84 -2.07 0.5206
C 0.00 3.45 -4.89 -0.9141
C 0.78 4.17 -3.79 -0.9646
C 1.41 3.20 -2.79 1.8017
C 2.54 2.38 -3.40 -0.7563
N 3.18 1.51 -2.42 0.1401
C 3.47 0.20 -2.55 -0.5134
S 4.87 -0.40 -1.83 -0.4270
N 2.64 -0.60 -3.23 0.1396
C 1.25 -0.34 -3.59 2.2574
C 1.03 -0.37 -5.10 -0.4643
C 1.25 -1.74 -5.75 -0.6568
C 0.15 -2.75 -5.41 -0.9026
H -0.48 4.16 -5.57 0.4414
H -0.77 2.82 -4.45 0.1295
H 0.66 2.82 -5.50 0.2120
H 0.10 4.83 -3.25 0.3603
H 1.56 4.79 -4.24 0.4090
H 0.64 2.54 -2.38 -1.9917
H 1.81 3.76 -1.94 0.3576
H 3.29 3.06 -3.82 0.4212
H 2.17 1.76 -4.22 -0.0766
H 3.82 1.97 -1.80 0.3027
H 2.89 -1.58 -3.16 0.3977
H 0.96 0.64 -3.19 -1.5194
H 0.61 -1.08 -3.10 -0.4106
H 1.71 0.36 -5.57 0.2417
H 0.01 -0.04 -5.31 0.2973
H 2.23 -2.13 -5.44 0.3218
H 1.30 -1.61 -6.83 0.2899
H 0.09 -2.93 -4.33 0.1023
H 0.34 -3.70 -5.91 0.3764
H -0.82 -2.37 -5.74 0.2718
```

The frontier orbital gap is 5.35 eV. The HOMO energy is -1.49 eV. Its total charge is -2.

---

Entry 4:
Molecular formula: C22H17IN4OS3Sc
Method: DFT, the ωB97M-V functional and the def2-TZVPD basis

Structure (XYZ):
```
49
Properties=species:S:1:pos:R:3:mulliken_charge:R:1
Sc -0.58 0.45 -1.48 0.3214
S -0.53 -2.24 -1.50 -0.2348
C 0.73 -2.28 -2.73 0.6379
C 0.83 -3.52 -3.43 -1.0534
C 1.71 -3.64 -4.48 0.6075
C 1.69 -4.84 -5.25 -0.2053
N 1.52 -5.81 -5.89 -0.4261
C 2.67 -2.64 -4.74 0.4579
C 2.63 -1.43 -4.09 -0.8786
C 1.71 -1.21 -3.04 1.0730
S 1.87 0.38 -2.38 -0.2875
C 3.79 -2.82 -5.61 -0.1930
N 4.74 -2.94 -6.29 -0.4180
H 0.16 -4.33 -3.16 0.5453
H 3.29 -0.58 -4.38 0.4543
N -0.02 0.82 0.45 -0.0793
S -1.01 0.70 1.78 0.2395
C -0.47 1.97 2.91 0.2018
C 0.43 1.69 3.94 0.1434
C 0.68 2.66 4.92 -0.6882
C 0.08 3.92 4.83 -0.3715
C -0.87 4.18 3.80 -0.6333
C -1.08 3.22 2.85 -0.3969
C -0.63 -0.78 2.65 0.4378
C 0.11 -1.88 2.12 -0.2825
C 0.20 -3.06 2.86 -0.7108
C -0.34 -3.11 4.10 -0.4080
C -1.12 -2.06 4.62 -0.7044
C -1.31 -0.91 3.87 -0.4238
H 0.98 0.99 0.72 0.2136
H 1.01 0.75 3.95 0.4008
H 1.36 2.46 5.76 0.3608
H 0.39 4.75 5.48 0.3809
H -1.37 5.14 3.68 0.3849
H -1.81 3.40 2.02 0.3239
H 0.63 -1.79 1.17 0.5695
H 0.72 -3.89 2.42 0.4392
H -0.13 -3.96 4.71 0.4147
H -1.64 -2.27 5.56 0.3730
H -1.86 -0.06 4.24 0.4843
N -1.95 4.16 -2.78 -0.4716
C -1.63 2.83 -2.91 1.2598
O -0.57 2.37 -2.26 -0.5572
C -2.47 1.99 -3.62 -1.3442
I -3.39 0.47 -1.30 -0.2246
H -1.22 4.74 -2.36 0.2876
H -2.35 4.56 -3.63 0.2725
H -2.17 1.04 -4.04 0.3928
H -3.38 2.41 -4.08 0.3152
```

The frontier orbital gap (alpha / beta) is 5.37 / 6.25 eV. The HOMO energy (alpha / beta) is -11.36 / -11.34 eV. Its total charge is +1.

---

Calculated maximum force in order - 3.047, 3.515, 0.469, 3.494 eV/A
Calculated ΔE to the lowest compared entry with this formula, charge and spin in order - 205.1, 155.0, 0.0, 133.7 kJ/mol